C18H29CsN3O4V | ωB97M-V with the def2-TZVPD basis set

- Electronic energy: -2132.03054 hartree
- HOMO level (spin up / spin down): -13.04 / -13.02 eV
- Orbital gap (spin up / spin down): 3.266 / 2.610 eV
- LUMO energy (spin up / spin down): -9.775 / -10.411 eV

```
! wB97M-V def2-TZVPD RIJCOSX def2/J DEFGRID3
* xyz 2 1
N -2.01384 -0.14800 0.30361
C -2.71026 -1.07662 0.69084
O -3.37440 -1.98443 1.06079
Cs -0.49126 3.37318 1.22461
V -0.30160 0.15492 -0.51057
N 0.20116 1.95290 -0.88634
N 0.53856 -1.18407 -1.45390
C -0.31818 2.46826 -2.19074
C -0.04858 -2.25056 -2.28291
C -0.14634 3.99166 -2.27510
C 0.41526 1.82888 -3.37553
C -1.79672 2.08716 -2.24432
C -0.45399 -3.42698 -1.38942
C 0.94282 -2.75362 -3.33351
C -1.28837 -1.69582 -2.96935
H -0.76793 4.52939 -1.54046
H -0.46847 4.33686 -3.26563
H 0.90204 4.29494 -2.14367
H 1.45946 2.16230 -3.42833
H -0.07895 2.12799 -4.31195
H 0.41086 0.72955 -3.32224
H -1.96071 0.99514 -2.15733
H -2.21942 2.41670 -3.20389
H -2.37684 2.57029 -1.44031
H 0.42142 -3.85900 -0.89216
H -0.92394 -4.20628 -2.00249
H -1.16961 -3.11432 -0.61722
H 1.79804 -3.26346 -2.87530
H 1.31322 -1.92990 -3.95652
H 0.43764 -3.47418 -3.98861
H -1.72502 -2.48273 -3.59733
H -1.03686 -0.84972 -3.62242
H -2.05180 -1.37614 -2.24529
C 1.62404 2.20022 -0.58245
H 1.92013 1.63838 0.32117
H 2.29920 1.87320 -1.39460
H 1.84148 3.27870 -0.41586
C 1.85319 -1.45179 -0.85854
H 1.90279 -1.05421 0.16583
H 2.04735 -2.53272 -0.80003
H 2.67459 -1.00412 -1.44279
O 0.47921 1.99356 4.35111
C 0.31608 0.78046 4.92484
C 0.22412 0.70801 6.32269
C 0.02762 -0.53032 6.92383
C -0.06156 -1.69619 6.14699
C 0.03874 -1.62028 4.75455
C 0.23643 -0.39373 4.12313
C 0.28692 -0.29997 2.62939
O 0.16270 -1.31016 1.90310
O 0.42240 0.90964 2.13461
H 0.57719 1.70150 3.36882
H 0.30721 1.62645 6.90293
H -0.05507 -0.58696 8.01087
H -0.20898 -2.66516 6.62527
H -0.03315 -2.50879 4.12814
*
```


C18H29IrN2O2P2 | ωB97M-V with the def2-TZVPD basis set

- Electronic energy: -1749.78194 hartree
- HOMO level (spin up / spin down): -7.65 / -11.67 eV
- <S²>: 8.85
- Orbital gap (spin up / spin down): 5.090 / 4.686 eV
- LUMO energy (spin up / spin down): -2.563 / -6.981 eV

```
! wB97M-V def2-TZVPD RIJCOSX def2/J DEFGRID3
* xyz 1 6
C -2.00349 -1.76070 -3.15903
C -1.04377 -1.03396 -2.39810
N -0.45528 -1.71596 -1.33188
C -0.73254 -2.98433 -1.02743
C -1.59747 -3.71504 -1.82807
C -2.24170 -3.09516 -2.90058
C -0.59011 0.23851 -2.70605
P 0.70579 1.01988 -1.76073
Ir 0.53829 -0.50445 -0.01440
P 0.18872 -2.25280 1.52055
C -0.13114 -3.54230 0.23766
C 1.42182 1.00767 1.28529
C 2.61684 1.63126 0.93721
C 3.17005 2.59401 1.79660
C 2.53165 2.88357 3.00334
C 1.33150 2.25429 3.34502
C 0.76160 1.32510 2.46606
O -4.73606 1.74621 -2.61398
O -2.93685 4.59033 2.15944
H -2.55045 -1.18574 -3.91551
H -1.78055 -4.74704 -1.56013
H -2.98283 -3.64137 -3.48892
C 2.12599 0.96040 -2.91880
C 0.29946 2.77051 -1.52509
H -0.83915 -4.26110 0.63590
H 0.81451 -4.04466 0.01492
H -4.88678 2.72268 -2.83517
H -1.02013 0.74020 -3.61555
C 1.69280 -2.53490 2.48530
C -1.24629 -2.20437 2.63819
H 3.13003 1.34561 0.02113
H 4.08331 3.12357 1.51185
H 2.95166 3.62338 3.67791
H 0.82923 2.48422 4.29133
H -0.19652 0.84260 2.67917
H -0.84758 0.43033 0.26577
H -1.98766 4.52600 2.39560
H -3.17080 3.81883 1.64655
H -5.33214 1.65526 -1.83638
H -0.80638 -0.11745 0.92636
H 1.92660 1.48314 -3.86262
H 2.93301 1.44916 -2.36712
H 2.40852 -0.07380 -3.14340
H -0.00288 3.22671 -2.48334
H -0.51761 2.84786 -0.79557
H 1.22562 3.20488 -1.11418
H -1.44582 -3.16692 3.13783
H -1.02996 -1.43916 3.39904
H -2.12016 -1.91070 2.03703
H 1.57941 -3.43115 3.10484
H 2.56277 -2.63601 1.82490
H 1.82603 -1.65561 3.12996
N 3.28408 -1.69313 -0.88117
C 2.29279 -1.19836 -0.49152
*
```


C18H29N2O5P2RuS | ωB97M-V with the def2-TZVPD basis set

- Electronic energy: -2364.38446 hartree
- HOMO level (spin up / spin down): -8.22 / -11.48 eV
- <S²>: 6.08
- Orbital gap (spin up / spin down): 5.436 / 5.323 eV
- LUMO energy (spin up / spin down): -2.782 / -6.160 eV

```
! wB97M-V def2-TZVPD RIJCOSX def2/J DEFGRID3
* xyz 1 5
C -0.91243 1.58620 -4.53573
C -1.02344 1.13744 -3.19523
N -0.14540 1.65967 -2.25281
C 0.80984 2.53538 -2.60507
C 0.88667 3.03180 -3.90630
C 0.02021 2.54200 -4.88304
C -1.96847 0.18075 -2.76128
P -2.14849 -0.11737 -1.02857
Ru -0.29388 0.95256 -0.26041
P 1.76743 1.86469 -0.09119
C 1.80816 2.97873 -1.54624
O -0.66669 -3.39317 -5.07252
O 0.47234 -4.69677 0.83810
H -1.60018 1.14675 -5.25505
H 1.64784 3.77775 -4.11841
H 0.08996 2.90708 -5.90571
C -3.58724 0.78243 -0.39240
C -2.36471 -1.86129 -0.62464
H 2.83119 2.98482 -1.94578
H 1.58236 3.99954 -1.20125
H -0.87863 -4.26212 -4.77958
H -2.60255 -0.29994 -3.50669
C 2.04282 2.80907 1.40810
C 3.11448 0.69036 -0.32535
H 0.76397 -0.02711 -0.92566
H 0.87218 -3.80743 0.71995
H 0.69578 -5.17687 0.05904
H 0.28012 -3.29407 -4.87100
H -1.02123 2.34616 0.16842
H 0.12479 -0.48227 -1.03520
H -4.46047 0.53307 -1.00752
H -3.73790 0.50804 0.65940
H -3.37028 1.85574 -0.45884
H -3.06331 -2.30388 -1.34855
H -1.39461 -2.37621 -0.66932
H -2.76501 -1.94001 0.39712
H 3.96173 1.01008 0.29249
H 2.78449 -0.31201 -0.02041
H 3.41055 0.67768 -1.38091
H 2.74574 3.62997 1.21798
H 1.08313 3.19904 1.76689
H 2.44446 2.13656 2.17606
O 1.19544 -1.87283 0.88434
C 0.58323 -1.22972 1.76835
N -0.17296 -0.11613 1.50777
S -1.13782 0.43895 2.79602
O -0.79620 1.80227 3.11026
O -2.51732 0.07245 2.58908
C -0.34982 -0.69886 3.88342
C -0.54168 -0.77934 5.25863
C 0.20317 -1.72859 5.97092
C 1.09883 -2.58024 5.29882
C 1.25509 -2.49953 3.91397
C 0.53375 -1.52754 3.21145
H -1.25150 -0.10817 5.73701
H 0.08399 -1.80721 7.05168
H 1.67078 -3.31138 5.87155
H 1.90766 -3.16694 3.35384
*
```